Record 1
Density functional theory data (wB97M-V/def2-TZVPD) for 2 unconnected molecules or ions with the total composition HN3O4.

SMILES: O=[N+]([O-])O.N#[N+][O-]
LUMO: 0.015 Ha
Calculated total energy: -465.63178 a.u.
Orbital gap: 0.451 Ha
ΔE to the lowest compared entry with this formula, charge and spin: 22.1 kJ/mol

Each line ends with the Mulliken charge.
Geometry (Å):
O1 1.00 -0.55 2.72  -0.54
O2 0.69 0.77 1.05  -0.42
O3 1.10 -1.32 0.70  -0.52
O4 -1.64 -2.30 -2.72  -0.52
N1 0.98 -0.49 1.55  1.08
N2 -1.10 -1.40 -2.23  0.80
N3 -0.65 -0.64 -1.56  -0.29
H1 0.90 0.69 0.03  0.41

=====

Record 2
Density functional theory data (wB97M-V/def2-TZVPD) for 2 unconnected molecules or ions with the total composition C4H6N5O.

Total charge: -1
LUMO: 0.121 Ha
Calculated total energy: -504.95946 a.u.
Orbital gap: 0.304 Ha
ΔE to the lowest compared entry with this formula, charge and spin: 237.9 kJ/mol

Each line ends with the Mulliken charge.
Geometry (Å):
O1 0.07 2.34 -0.22  -0.60
N1 3.06 0.79 0.26  -0.47
N2 3.30 -1.33 0.04  -0.60
N3 -0.97 0.32 0.06  -0.02
N4 2.05 -1.14 -0.20  -0.16
N5 3.95 -0.24 0.30  -0.34
C1 -2.32 0.79 -0.17  -1.19
C2 0.05 1.13 -0.18  0.45
C3 -0.80 -1.22 0.13  -0.84
C4 1.97 0.18 -0.06  0.45
H1 0.12 -1.42 -0.46  0.51
H2 -1.83 -1.42 -0.22  0.43
H3 -2.98 0.20 0.50  0.45
H4 -2.26 1.68 0.31  0.49
H5 -2.68 0.77 -1.22  0.24
H6 -0.74 -1.43 1.13  0.19

=====

Record 3
Density functional theory data (wB97M-V/def2-TZVPD) for a molecular structure, C31H30Br2F5N3OS3Zr.

Total charge: +2
LUMO: -0.268 Ha
Calculated total energy: -8327.12352 a.u.
Orbital gap: 0.177 Ha
ΔE to the lowest compared entry with this formula, charge and spin: 280.0 kJ/mol

Each line ends with the Mulliken charge.
Geometry (Å):
Zr1 0.18 -0.21 -0.30  -0.37
Br1 1.57 -0.33 6.49  -0.03
Br2 -2.71 5.11 3.11  -0.04
S1 -2.10 -1.31 1.20  0.58
S2 0.45 -3.10 0.03  0.15
S3 -2.26 -2.78 -1.87  0.35
F1 -2.22 -1.21 -4.45  -0.26
F2 1.07 -0.05 -5.35  -0.33
F3 1.80 0.76 -2.93  -0.49
F4 0.77 -1.61 -2.31  -0.37
F5 -1.18 2.08 -4.30  -0.37
O1 -1.38 0.19 -1.38  -0.78
N1 -0.84 1.57 0.78  1.86
N2 0.56 -0.36 1.97  1.98
N3 2.58 0.42 -0.08  0.94
C1 0.49 0.71 4.10  -0.66
C2 -0.41 1.11 -3.81  -0.11
C3 3.32 -0.71 -0.72  -1.11
C4 1.54 -1.42 3.89  -0.74
C5 -1.14 2.78 2.82  -0.75
C6 2.91 1.72 -0.81  -1.85
C7 0.57 1.35 -2.70  1.14
C8 -0.60 1.74 2.10  0.77
C9 -0.70 -3.80 1.26  -1.18
C10 0.73 2.59 -1.90  0.70
C11 -1.31 -4.31 -1.90  -1.10
C12 -0.83 -1.36 -4.43  -1.56
C13 -0.18 -0.93 -3.25  0.85
C14 -0.01 -0.17 -4.54  0.97
C15 -0.17 3.64 -2.06  -1.00
C16 1.16 -0.35 4.68  -1.16
C17 -3.48 -3.06 -0.57  -0.94
C18 1.80 3.84 -0.14  -0.52
C19 3.17 0.60 1.28  -1.71
C20 -0.10 4.77 -1.26  -0.76
C21 1.76 2.70 -0.94  1.14
C22 -0.63 0.28 -2.54  0.48
C23 0.13 -4.20 -1.39  -0.90
C24 -1.57 -2.82 2.04  -1.14
C25 1.23 -1.37 2.55  -1.71
C26 -2.32 3.45 0.86  -0.82
C27 -3.61 -1.85 0.34  -1.07
C28 0.88 4.87 -0.28  -1.01
C29 -2.00 3.67 2.18  -0.94
C30 0.19 0.67 2.75  0.30
C31 -1.72 2.40 0.20  -1.04
H1 4.22 0.86 1.16  0.55
H2 -0.80 5.58 -1.42  0.53
H3 2.08 -2.27 4.29  0.60
H4 3.05 -0.80 -1.77  0.34
H5 -1.87 -5.07 -1.36  0.54
H6 2.60 3.95 0.58  0.48
H7 3.32 1.49 -1.77  0.50
H8 3.08 -1.65 -0.21  0.26
H9 -0.10 -4.38 1.96  0.63
H10 -1.27 -4.63 -2.94  0.53
H11 2.67 1.41 1.81  0.42
H12 3.13 -0.31 1.85  0.48
H13 -3.95 -0.97 -0.20  0.37
H14 0.95 5.75 0.35  0.51
H15 -3.03 4.08 0.34  0.64
H16 0.20 1.55 4.71  0.64
H17 -0.92 2.92 3.86  0.67
H18 -2.48 -3.32 2.38  0.71
H19 -1.31 -4.50 0.70  0.49
H20 0.81 -3.85 -2.16  0.28
H21 0.49 -5.18 -1.05  0.73
H22 4.39 -0.55 -0.64  0.46
H23 1.57 -2.17 1.91  0.94
H24 3.70 2.21 -0.25  0.81
H25 -4.45 -3.23 -1.05  0.60
H26 -0.93 3.58 -2.82  0.60
H27 -3.24 -3.95 0.00  0.36
H28 -4.33 -2.04 1.14  0.68
H29 -1.06 -2.47 2.93  0.41
H30 -1.95 2.21 -0.83  0.86

=====

Record 4
Density functional theory data (wB97M-V/def2-TZVPD) for a molecular structure, C36H58N2O8P2PbS.

LUMO: 0.017 Ha
Calculated total energy: -3391.90923 a.u.
Orbital gap: 0.258 Ha
ΔE to the lowest compared entry with this formula, charge and spin: 0.0 kJ/mol

Each line ends with the Mulliken charge.
Geometry (Å):
Pb1 -0.02 -1.14 -0.98  0.84
S1 1.13 -1.34 -5.81  -0.43
P1 2.29 0.46 2.38  -0.77
P2 -0.65 0.36 2.97  -0.68
O1 2.21 -0.49 1.26  0.62
O2 -0.83 -0.07 1.59  0.06
O3 2.11 2.00 2.07  -0.34
O4 -1.05 1.89 3.13  0.17
O5 -2.81 0.94 -1.11  -0.64
O6 -1.48 -0.43 4.06  -0.36
O7 1.22 -4.72 0.54  -0.12
O8 3.66 0.42 3.19  -0.29
N1 -0.07 -1.11 -3.55  0.20
N2 -2.09 2.53 0.31  -0.42
C1 -0.51 -0.75 -5.82  0.98
C2 -2.26 -0.22 -4.23  0.35
C3 -0.98 -0.69 -4.50  -2.18
C4 2.70 4.26 1.67  -1.39
C5 3.51 2.46 0.10  -1.07
C6 -5.22 -0.19 -4.03  -1.67
C7 0.28 -4.10 1.20  -0.58
C8 -4.25 2.11 -4.22  -1.34
C9 -3.08 0.19 -5.28  0.27
C10 2.06 -1.81 -1.86  -0.78
C11 1.02 0.19 3.63  -0.98
C12 -0.07 3.65 4.44  -1.09
C13 -4.46 0.77 -4.95  2.47
C14 4.16 -1.97 3.39  -1.01
C15 -1.12 2.55 4.42  0.59
C16 -1.97 1.76 -0.82  0.60
C17 -2.59 -2.35 3.07  -1.26
C18 0.42 1.11 -1.25  -0.23
C19 4.36 -2.94 -3.07  -0.96
C20 -0.74 2.02 -1.66  -0.87
C21 3.18 2.83 1.53  0.65
C22 3.32 -2.49 -3.85  -1.08
C23 -2.79 -0.98 3.68  1.06
C24 2.19 -1.93 -3.25  1.30
C25 5.36 -0.52 1.70  -0.92
C26 -3.62 -1.01 4.94  -1.56
C27 -2.59 0.10 -6.59  -0.29
C28 3.14 -2.28 -1.10  -0.12
C29 4.70 -0.59 3.07  0.50
C30 -1.32 -0.36 -6.87  -1.27
C31 -2.53 3.07 4.59  -1.55
C32 4.27 -2.84 -1.68  -0.86
C33 0.92 -3.53 2.43  0.09
C34 -5.30 1.02 -6.20  -2.31
C35 1.06 -1.47 -4.07  0.71
C36 0.85 -5.24 -0.76  -0.41
H1 2.52 4.52 2.71  0.33
H2 -3.73 -0.01 5.37  0.34
H3 -3.71 1.96 -3.28  0.12
H4 -6.28 1.39 -5.91  0.45
H5 1.34 -4.62 -1.51  0.08
H6 -2.15 -3.03 3.80  0.26
H7 5.41 -0.29 3.84  0.32
H8 -0.90 1.81 5.20  0.43
H9 -2.58 -0.14 -3.20  0.42
H10 -1.95 -2.31 2.19  0.14
H11 -3.23 -0.31 2.95  0.16
H12 3.65 -1.97 4.35  0.35
H13 -2.63 3.57 5.56  0.42
H14 1.11 -2.49 2.15  -0.27
H15 3.44 4.94 1.26  0.43
H16 1.86 -4.02 2.72  0.49
H17 1.18 0.83 4.50  0.78
H18 -4.62 -1.40 4.72  0.41
H19 5.08 -3.20 -1.06  0.47
H20 -0.08 4.17 5.40  0.49
H21 -3.68 2.80 -4.84  0.31
H22 -4.85 1.77 -6.86  0.40
H23 -2.72 2.15 1.00  0.24
H24 1.14 -0.85 3.95  0.41
H25 -2.76 3.79 3.80  0.33
H26 1.22 -6.26 -0.81  0.29
H27 -0.28 4.37 3.65  0.28
H28 3.38 -2.58 -4.93  0.38
H29 -1.23 2.91 0.70  0.08
H30 3.71 1.40 -0.01  0.16
H31 0.92 3.23 4.26  0.04
H32 -3.56 -2.76 2.77  0.47
H33 -6.21 0.22 -3.81  0.47
H34 -0.23 -5.19 -0.86  0.31
H35 3.09 -2.22 -0.02  0.66
H36 0.20 -3.52 3.25  0.20
H37 1.24 1.21 -1.97  0.83
H38 2.68 2.71 -0.56  0.28
H39 -1.03 1.84 -2.70  0.09
H40 -3.22 0.40 -7.42  0.46
H41 3.47 -2.31 2.61  -0.09
H42 4.39 3.02 -0.22  0.49
H43 -0.47 3.08 -1.58  0.49
H44 4.05 2.67 2.18  0.32
H45 0.80 1.40 -0.27  -0.51
H46 4.66 -0.82 0.92  -0.10
H47 -3.25 2.25 4.55  0.29
H48 1.76 4.38 1.11  0.22
H49 -4.71 -0.32 -3.08  0.26
H50 -3.16 -1.66 5.68  0.33
H51 -5.45 0.10 -6.78  0.45
H52 -5.22 2.56 -3.99  0.48
H53 -5.35 -1.16 -4.50  0.38
H54 5.71 0.49 1.50  0.32
H55 -0.96 -0.41 -7.90  0.39
H56 4.98 -2.68 3.44  0.51
H57 6.22 -1.19 1.68  0.48
H58 5.24 -3.38 -3.53  0.37

=====

Record 5
Density functional theory data (wB97M-V/def2-TZVPD) for 2 unconnected molecules or ions with the total composition C5H14.

SMILES: CCC.CC
LUMO: 0.042 Ha
Calculated total energy: -198.83419 a.u.
Orbital gap: 0.428 Ha
ΔE to the lowest compared entry with this formula, charge and spin: 144.3 kJ/mol

Each line ends with the Mulliken charge.
Geometry (Å):
C1 -0.23 -1.97 1.47  -0.83
C2 0.39 -0.88 2.39  -1.05
C3 -1.32 0.84 -1.56  -1.25
C4 1.19 0.85 -1.51  -1.23
C5 -0.03 1.32 -0.90  0.41
H1 2.18 1.16 -0.99  0.29
H2 -2.19 0.55 -0.88  0.29
H3 0.66 -1.15 3.39  0.37
H4 1.31 -0.44 1.99  0.28
H5 -1.09 0.00 -2.29  0.31
H6 0.13 2.44 -0.74  0.31
H7 -1.27 -1.79 1.44  0.27
H8 1.18 -0.26 -1.60  0.27
H9 -1.78 1.40 -2.27  0.43
H10 -0.22 -0.07 2.58  0.36
H11 1.21 1.19 -2.59  0.33
H12 0.21 -2.03 0.53  0.25
H13 -0.15 1.03 0.28  -0.17
H14 -0.23 -2.98 1.84  0.36

=====

Record 6
Density functional theory data (wB97M-V/def2-TZVPD) for a molecular structure, C29H36N8Sc.

Total charge: -1
LUMO: 0.086 Ha
Calculated total energy: -2325.37439 a.u.
Orbital gap: 0.147 Ha
ΔE to the lowest compared entry with this formula, charge and spin: 0.0 kJ/mol

Each line ends with the Mulliken charge.
Geometry (Å):
Sc1 -0.75 -1.17 0.42  -1.59
N1 0.72 -0.28 1.81  0.79
N2 1.54 0.74 1.49  -0.10
N3 2.93 2.10 2.85  -0.73
N4 -1.54 1.63 -1.51  0.51
N5 1.96 0.11 3.63  -0.96
N6 2.34 0.87 2.57  0.84
N7 -1.82 -1.24 4.20  -0.55
N8 -2.33 -0.29 -0.75  0.29
C1 -2.67 1.32 -2.28  -0.38
C2 -3.18 0.16 -1.78  -1.24
C3 0.99 -0.62 3.09  -0.60
C4 -2.42 -0.99 2.98  0.27
C5 -3.12 1.23 3.79  -0.23
C6 -2.02 -3.63 -1.31  -2.04
C7 -2.52 0.93 5.02  -0.58
C8 -1.38 0.64 -0.58  -0.25
C9 2.51 -2.97 1.00  -1.53
C10 1.48 2.94 -3.21  -1.00
C11 -0.25 -1.71 -3.14  -1.38
C12 -0.50 1.90 -4.31  -1.79
C13 2.36 -0.94 -1.48  -1.55
C14 -0.41 3.05 0.63  -1.38
C15 -0.65 -3.15 -1.01  0.47
C16 1.31 -1.91 -1.07  0.98
C17 -0.42 2.45 -1.81  0.05
C18 0.27 2.97 -0.70  1.24
C19 1.56 3.45 -0.86  -0.75
C20 -2.11 -1.86 1.92  -0.25
C21 1.36 -2.76 0.09  0.77
C22 -1.92 -0.35 5.17  -0.14
C23 0.17 2.43 -3.09  1.15
C24 -3.14 0.26 2.79  -0.50
C25 0.14 -3.51 0.13  0.79
C26 0.11 -2.20 -1.78  0.82
C27 -0.24 -4.49 1.19  -1.81
C28 2.18 3.43 -2.12  0.89
C29 3.59 3.94 -2.26  -1.57
H1 -2.50 1.62 5.85  0.35
H2 0.43 -5.36 1.17  0.39
H3 -3.61 0.40 1.82  0.38
H4 -3.59 2.20 3.62  0.37
H5 3.52 2.00 3.66  0.29
H6 0.26 1.49 -5.00  0.41
H7 -2.08 -4.72 -1.18  0.45
H8 -1.03 2.70 -4.86  0.33
H9 2.84 -0.48 -0.61  0.30
H10 2.09 3.88 0.00  0.45
H11 -1.22 1.10 -4.11  0.30
H12 -1.27 -4.83 1.05  0.41
H13 3.40 2.45 2.03  0.21
H14 1.95 2.93 -4.20  0.27
H15 3.19 -2.11 0.97  0.33
H16 -3.01 1.95 -3.08  0.61
H17 3.97 3.71 -3.26  0.36
H18 4.25 3.48 -1.52  0.31
H19 -2.77 -3.18 -0.64  0.18
H20 3.14 -1.43 -2.09  0.32
H21 -2.31 -3.38 -2.34  0.39
H22 0.43 -1.35 3.65  0.64
H23 -0.23 -2.53 -3.88  0.26
H24 2.18 -3.11 2.03  0.31
H25 0.33 2.97 1.44  0.25
H26 -1.13 2.23 0.77  0.15
H27 3.65 5.02 -2.12  0.34
H28 -2.44 -2.89 2.07  0.19
H29 0.45 -0.93 -3.47  0.44
H30 3.09 -3.87 0.72  0.33
H31 -0.96 4.00 0.74  0.44
H32 -0.18 -4.03 2.19  0.27
H33 -1.26 -1.28 -3.16  0.21
H34 1.92 -0.12 -2.07  0.00
H35 -1.50 -0.61 6.15  0.33
H36 -4.08 -0.37 -2.03  0.45